139
Properties=species:S:1:pos:R:3:mulliken_charge:R:1 method="wB97M-V/def2-TZVPD" e_homo_ha=-0.35685 energy_ha=-5173.36761 homo_lumo_gap_ev=10.17 lumo_energy_ev=0.46
C -3.6484 0.5650 -1.7373 -1.083
C -2.5672 0.1041 -0.6792 -0.466
C -1.4183 -0.7012 -1.3546 -0.469
C -0.1101 -0.7653 -0.4817 -0.978
C 0.3139 -2.2468 -0.0949 -0.448
C 0.3103 -2.4088 1.4819 0.682
C -0.4666 -3.6893 1.9679 -1.042
C -1.4612 -3.4059 3.1532 -0.644
C -0.8515 -3.7519 4.5576 -0.698
C -1.2816 -2.7814 5.6998 -1.047
C -0.4377 -1.4792 5.7924 0.261
C 0.8710 -1.6160 6.6416 -0.658
C 1.9924 -0.6434 6.0800 -0.773
B 3.0596 -1.5002 5.2290 -0.019
C 2.8517 -1.4100 3.6175 2.336
C 3.9575 -2.0992 2.7702 -1.385
F 2.8644 -0.0300 3.2862 -0.392
H -3.0767 1.0537 -2.5465 0.297
H -4.3470 1.2633 -1.2411 0.288
H -4.2122 -0.3167 -2.0912 0.281
H -2.1969 1.0221 -0.1802 0.368
H -3.1208 -0.4942 0.0751 0.175
H -1.1746 -0.1824 -2.3072 0.322
H -1.7629 -1.7125 -1.6422 0.308
H -0.1622 -0.1089 0.4062 0.483
H 0.7211 -0.3662 -1.1034 0.369
H -0.3303 -3.0015 -0.5783 0.493
H 1.3500 -2.4086 -0.4586 0.152
H -0.0877 -1.5076 1.9816 0.320
H 1.3759 -2.5840 1.7452 -0.885
H -1.1071 -4.0108 1.1177 0.479
H 0.2179 -4.5307 2.1810 0.436
H -1.9065 -2.3939 3.0982 0.308
H -2.3061 -4.1128 2.9937 0.404
H 0.2510 -3.8513 4.4806 0.336
H -1.2279 -4.7630 4.8249 0.433
H -1.2882 -3.3404 6.6581 0.383
H -2.3336 -2.4775 5.5235 0.232
H -1.0713 -0.7310 6.3075 0.198
H -0.1768 -1.0559 4.8020 -0.122
H 0.6512 -1.2385 7.6621 0.309
H 1.2400 -2.6540 6.7449 0.402
H 1.5729 0.1664 5.4549 0.319
H 2.5547 -0.1960 6.9252 0.346
H 3.8910 -2.1728 5.7412 -0.119
H 1.8309 -1.8023 3.4335 -1.490
H 4.0572 -1.5237 1.8273 0.346
H 3.6305 -3.1331 2.5481 0.339
H 4.9145 -2.1126 3.3229 0.302
O -3.4598 -0.4863 6.1965 -0.521
S -4.1160 0.7882 6.0982 1.141
O -3.7981 1.8637 6.9957 -0.632
O -5.7082 0.5545 6.1031 -0.302
C -6.2850 -0.1577 7.2073 -0.297
C -6.3209 0.6756 8.4755 -1.012
C -3.9779 1.3844 4.4417 -1.025
H -5.7526 -1.0986 7.3675 0.287
H -7.3037 -0.4093 6.9124 0.280
H -5.3157 0.8974 8.8328 0.309
H -6.8484 0.1436 9.2688 0.391
H -6.8185 1.6292 8.2936 0.271
H -4.2459 0.5874 3.7522 0.316
H -2.9414 1.6817 4.2909 0.379
H -4.6325 2.2445 4.3221 0.394
O 8.8859 -1.0564 -0.0003 -0.597
S 9.6420 -0.6134 1.1410 1.190
O 9.9766 -1.5125 2.2093 -0.632
O 8.9294 0.6908 1.7532 -0.310
C 7.5493 0.5796 2.1342 -0.354
C 7.3625 -0.2232 3.4082 -0.766
C 11.1254 0.1705 0.5894 -1.025
H 6.9675 0.1560 1.3117 0.249
H 7.1893 1.5956 2.2938 0.300
H 7.6577 -1.2633 3.2687 0.335
H 6.3165 -0.2108 3.7175 0.169
H 7.9770 0.1832 4.2129 0.317
H 10.8826 0.8771 -0.2005 0.322
H 11.7817 -0.6105 0.2095 0.376
H 11.5933 0.6706 1.4341 0.364
O -3.9293 3.0888 -3.8692 -0.622
S -5.3030 3.4928 -3.9763 1.141
O -6.3603 2.5332 -4.1388 -0.640
O -5.4265 4.6074 -5.1333 -0.172
C -4.9605 4.2716 -6.4468 -0.362
C -5.8919 3.3083 -7.1603 -0.992
C -5.7060 4.5363 -2.6107 -0.943
H -3.9441 3.8734 -6.3951 0.315
H -4.9129 5.2069 -7.0049 0.270
H -5.9189 2.3403 -6.6610 0.291
H -5.5620 3.1461 -8.1878 0.395
H -6.9113 3.6970 -7.1701 0.253
H -4.9304 5.2889 -2.4954 0.296
H -5.7549 3.9058 -1.7245 0.467
H -6.6740 4.9973 -2.7918 0.292
O 7.5792 -4.0537 -5.2659 -0.673
S 7.7611 -4.9652 -4.1708 1.308
O 6.6491 -5.4161 -3.3806 -0.572
O 8.8994 -4.3849 -3.1944 -0.303
C 8.7200 -3.0664 -2.6477 -0.368
C 7.6617 -3.0267 -1.5645 -0.272
C 8.6526 -6.3815 -4.7359 -1.003
H 8.4935 -2.3567 -3.4476 0.316
H 9.6803 -2.7764 -2.2211 0.210
H 6.6743 -3.2560 -1.9680 -0.109
H 7.6159 -2.0397 -1.1090 0.288
H 7.8751 -3.7661 -0.7909 0.255
H 9.5153 -6.0536 -5.3104 0.327
H 7.9771 -6.9588 -5.3646 0.368
H 8.9552 -6.9728 -3.8748 0.317
O -6.7706 7.7605 -2.5387 -0.514
S -7.4985 8.9985 -2.4986 1.138
O -8.8448 9.0579 -2.0023 -0.615
O -7.4463 9.6767 -3.9563 -0.287
C -7.9230 8.9144 -5.0757 -0.211
C -9.4365 8.7997 -5.0930 -1.018
C -6.5371 10.2115 -1.6484 -0.979
H -7.4515 7.9282 -5.0875 0.230
H -7.5912 9.4416 -5.9701 0.268
H -9.8005 8.2262 -4.2410 0.308
H -9.7723 8.2983 -6.0019 0.388
H -9.8964 9.7874 -5.0398 0.270
H -5.5218 10.1980 -2.0369 0.314
H -6.5414 9.9452 -0.5930 0.368
H -6.9986 11.1862 -1.7877 0.343
O 0.3866 -2.0298 -5.0801 -0.668
S 0.3093 -3.4471 -4.8639 1.308
O -0.0479 -3.9922 -3.5831 -0.561
O 1.6818 -4.1253 -5.3587 -0.323
C 2.9146 -3.6598 -4.7859 -0.392
C 3.1021 -4.1326 -3.3558 0.021
C -0.7457 -4.1634 -6.0859 -1.033
H 2.9725 -2.5706 -4.8528 0.323
H 3.7140 -4.0643 -5.4064 0.254
H 2.3522 -3.6994 -2.6935 -0.196
H 4.0859 -3.8438 -2.9826 -0.017
H 3.0021 -5.2171 -3.2942 0.268
H -0.4657 -3.7832 -7.0652 0.330
H -1.7656 -3.8700 -5.8440 0.371
H -0.6499 -5.2458 -6.0423 0.323


52
Properties=species:S:1:pos:R:3:mulliken_charge:R:1 method="wB97M-V/def2-TZVPD" e_homo_ha=-0.28209 energy_ha=-1317.37574 homo_lumo_gap_ev=7.44 e_above_lowest_kcal_mol=67.7 lumo_energy_ev=-0.23
C -5.3125 -4.7944 4.0231 -0.876
H -5.6131 -4.4559 3.0268 0.345
O -5.5233 -3.7957 4.9895 -0.477
C -4.8393 -2.6071 4.8514 1.244
C -3.9571 -2.2979 3.8374 -0.504
C -3.3210 -1.0514 3.8073 0.225
C -3.5884 -0.1242 4.8131 -0.907
C -4.4708 -0.4289 5.8290 -0.807
C -5.1027 -1.6634 5.8617 0.419
O -5.9691 -1.9583 6.8622 -0.611
H -6.3028 -2.8539 6.7126 0.355
H -4.6890 0.2770 6.6143 0.396
H -3.0926 0.8317 4.7790 0.437
C -2.4013 -0.7618 2.7286 -0.561
N -1.8021 0.3659 2.6808 -1.223
N -0.9381 0.6780 1.6950 0.530
C -0.5035 -0.0071 0.6091 0.473
O -0.8306 -1.1329 0.2782 -0.662
C 0.4899 0.8429 -0.1794 0.949
O 0.7697 1.9815 0.2455 -0.904
C 1.0093 0.2309 -1.3377 -1.458
C 1.9336 0.8502 -2.1620 0.929
N 2.3274 2.0960 -1.8972 -0.222
C 3.3076 2.8355 -2.6633 1.034
C 3.0741 4.3240 -2.4130 -1.942
H 2.0578 4.5999 -2.6847 0.433
H 3.7660 4.9200 -3.0022 0.423
H 3.2250 4.5564 -1.3615 0.438
C 3.0927 2.4901 -4.1428 -1.312
C 3.0787 1.0024 -4.3375 0.986
C 3.6128 0.4144 -5.4719 -0.700
C 3.5858 -0.9605 -5.6323 -0.568
C 3.0283 -1.7594 -4.6477 -0.743
C 2.4877 -1.1848 -3.5129 -0.926
C 2.4956 0.1983 -3.3498 0.781
H 2.0719 -1.8133 -2.7417 0.389
H 3.0171 -2.8326 -4.7636 0.404
H 4.0074 -1.4078 -6.5200 0.392
H 4.0571 1.0382 -6.2343 0.398
H 3.8721 2.9474 -4.7531 0.477
H 2.1293 2.8990 -4.4655 0.435
C 4.7205 2.4383 -2.2143 -1.676
H 4.8978 1.3827 -2.4073 0.383
H 5.4651 3.0206 -2.7505 0.392
H 4.8370 2.6194 -1.1485 0.385
H 1.9402 2.4931 -1.0373 0.595
H 0.6408 -0.7542 -1.5622 0.506
H -0.5337 1.6101 1.7860 0.345
H -2.2595 -1.5439 1.9856 0.533
H -3.7433 -3.0086 3.0542 0.461
H -4.2658 -5.1128 3.9999 0.346
H -5.9387 -5.6330 4.3239 0.238


64
Properties=species:S:1:pos:R:3:mulliken_charge:R:1 method="wB97M-V/def2-TZVPD" e_homo_ha=-0.42511 energy_ha=-2138.83026 homo_lumo_gap_ev=5.21 charge=+2 e_above_lowest_kcal_mol=0.0 lumo_energy_ev=-6.36
Pb 0.3366 -0.8862 -1.6075 1.362
C -1.2140 1.0713 1.1422 0.869
C -2.6298 0.9170 0.6637 -1.074
C -2.9173 -0.3868 0.5261 -0.519
C -1.7386 -1.1685 0.8191 -0.704
C -0.6772 -0.3417 1.0502 -1.454
H -1.2705 1.3105 2.2175 0.244
H -3.2895 1.7506 0.5281 0.554
H -3.8675 -0.8077 0.2590 0.589
H -1.7255 -2.2432 0.8519 0.765
H 0.2642 -0.6340 1.4796 0.730
N -0.4587 2.0973 0.4359 -0.024
S 0.8801 2.7363 1.2366 0.266
C 0.2238 4.1481 2.1467 0.559
C 0.2887 4.0802 3.5312 -0.237
C -0.2724 5.0979 4.2839 -0.681
C -0.8941 6.1642 3.6513 -0.470
C -0.9617 6.2143 2.2655 -0.784
C -0.3993 5.2070 1.5000 -0.302
C 1.6854 3.5248 -0.1679 0.529
C 1.5278 2.9843 -1.4337 -0.333
C 2.1817 3.5725 -2.5039 -0.583
C 3.0068 4.6677 -2.3000 -0.542
C 3.1784 5.1780 -1.0228 -0.657
C 2.5250 4.6038 0.0557 -0.450
H -1.0739 2.8112 0.0565 0.388
H 0.7723 3.2427 4.0086 0.459
H -0.2313 5.0474 5.3595 0.440
H -1.3293 6.9595 4.2356 0.440
H -1.4636 7.0325 1.7715 0.432
H -0.4373 5.2552 0.4206 0.409
H 0.9018 2.1157 -1.5705 0.273
H 2.0441 3.1747 -3.4961 0.461
H 3.5255 5.1133 -3.1347 0.436
H 3.8235 6.0252 -0.8615 0.446
H 2.6701 4.9880 1.0534 0.537
C 5.3755 -2.7426 -0.1782 -0.907
N 4.7319 -1.4585 0.0551 0.018
C 5.5237 -0.3766 0.6167 -0.840
C 3.5327 -1.2642 -0.3285 0.531
N 2.4357 -1.0683 -0.6686 -0.613
H 6.1187 -2.6539 -0.9722 0.341
H 4.6328 -3.4817 -0.4695 0.354
H 5.8673 -3.0754 0.7347 0.318
H 6.2553 -0.0135 -0.1099 0.329
H 6.0594 -0.7438 1.4918 0.319
H 4.8776 0.4469 0.9198 0.282
O -0.2085 -4.2357 -0.2418 -0.653
C -0.9831 -3.8354 -1.0821 0.416
O -0.7968 -2.6834 -1.7039 -0.636
C -2.2407 -4.5317 -1.4540 0.513
C -3.2772 -3.8455 -2.0862 -0.491
C -4.4710 -4.4729 -2.4189 -1.136
C -4.5831 -5.8109 -2.1096 0.941
O -5.6121 -6.6546 -2.3318 -0.461
C -5.2260 -7.9089 -1.7999 -0.232
O -3.9246 -7.7918 -1.2699 -0.467
C -3.5439 -6.5050 -1.4648 0.988
C -2.3690 -5.8886 -1.1207 -1.186
H -3.1537 -2.7981 -2.3132 0.438
H -5.2734 -3.9469 -2.9085 0.449
H -5.2378 -8.6641 -2.5975 0.255
H -5.9288 -8.2046 -1.0071 0.252
H -1.5665 -6.4118 -0.6304 0.507


15
Properties=species:S:1:pos:R:3:mulliken_charge:R:1 method="wB97M-V/def2-TZVPD" e_homo_ha=-0.37756 energy_ha=-399.88223 homo_lumo_gap_ev=10.83 e_above_lowest_kcal_mol=52.3 lumo_energy_ev=0.56
C 1.3322 1.5927 -0.8610 0.378
C 0.3348 0.5823 -0.3205 0.623
C -1.2666 -0.2153 1.0989 -0.684
C -0.9877 -1.2851 0.0606 -0.531
C 0.3237 -0.9129 -0.6173 -0.292
H 1.6184 2.1558 0.8384 0.343
H -0.9696 -0.6834 2.0313 0.301
H -2.1735 -0.0541 1.0090 0.474
H -1.7822 -1.4693 -0.5980 0.309
H -0.9064 -2.4151 0.7111 0.225
H 0.1823 -0.9844 -1.7280 0.242
H 1.3059 -1.3038 -0.1726 0.305
N -0.4467 0.9926 0.6540 -0.718
O 1.9726 2.2487 0.0082 -0.388
O 1.4629 1.7514 -2.1141 -0.587


26
Properties=species:S:1:pos:R:3:mulliken_charge:R:1 method="wB97M-V/def2-TZVPD" e_homo_ha=-0.31624 energy_ha=-1207.21395 homo_lumo_gap_ev=9.26 e_above_lowest_kcal_mol=68.9 lumo_energy_ev=0.65
C -2.5969 -1.4432 -0.8550 0.179
C 1.5297 0.5154 -1.9152 -1.373
C 2.1731 -1.2334 -0.1759 -1.726
C -1.4143 1.7764 0.2104 -1.569
C -0.1205 0.7868 2.1654 -1.545
C 1.2833 -0.0369 -0.4820 0.365
C -0.8299 0.4725 0.8563 0.149
N -0.0367 -0.3561 -0.1468 0.509
O -3.4739 -2.2304 -0.6736 -0.416
P -0.6099 -1.8131 -0.7343 0.117
Cl -0.7181 -2.9922 0.7876 -0.210
H -2.8339 -0.3162 -1.1494 0.179
H 0.9538 -0.1162 -2.6088 0.280
H 1.1181 1.5867 -2.0552 0.277
H 2.6026 0.4261 -2.1023 0.426
H 2.2866 -1.7875 -1.0895 0.465
H 1.8062 -1.7387 0.6117 0.568
H 3.2332 -0.9089 -0.1138 0.383
H -1.7643 1.5013 -0.7405 0.445
H -2.1637 2.1798 0.8222 0.419
H -0.6304 2.4500 0.1331 0.386
H 0.3500 -0.0632 2.5691 0.438
H -0.8053 1.1111 3.0412 0.343
H 0.7118 1.5867 2.1307 0.309
H 1.5808 0.7837 0.2119 0.207
H -1.6314 -0.1403 1.3028 0.397